Computed, not measured: a cluster of 11 separate species, C45H75F6N11O5S in total at a distorted geometry, with the ωB97M-V functional and the def2-TZVPD basis.

As for the LUMO energy: -0.17 eV. As for the structure (SMILES): CCCCCCCCCC[C@]1(O)[C@@H](N)[C@@](CC)(CCCCO)S(=O)(=O)O[C@]1(CCCF)C(F)(F)C(F)(F)F.CC#N.CC#N.CC#N.CC#N.CC#N.CC#N.CC#N.CC#N.CC#N.CC#N. For the HOMO-LUMO gap, the calculation gives 9.69 eV. The highest occupied orbital energy is -9.863 eV.

Last columns: bonded neighbours and bond lengths (Å).
Geometry (Å):
1 C 3.453 3.839 -0.608  C2 1.650, H39 1.175, H40 1.188, H41 1.188
2 C 4.327 2.440 -0.581  C1 1.650, C3 1.669, H42 1.181, H43 1.193
3 C 4.519 1.776 -2.101  C2 1.669, C4 1.644, H44 1.182, H45 1.193
4 C 3.097 1.095 -2.568  C3 1.644, C5 1.640, H46 1.179, H47 1.179
5 C 2.866 1.024 -4.190  C4 1.640, C6 1.672, H48 1.193, H49 1.193
6 C 1.283 0.692 -4.613  C5 1.672, C7 1.646, H50 1.185, H51 1.185
7 C 0.886 -0.894 -4.423  C6 1.646, C8 1.649, H52 1.193, H53 1.193
8 C -0.296 -1.169 -3.307  C7 1.649, C9 1.673, H54 1.177, H55 1.193
9 C 0.092 -0.582 -1.790  C8 1.673, C10 1.636, H56 1.184, H57 1.170
10 C -1.208 -0.787 -0.819  C9 1.636, C11 1.674, H58 1.194, H59 1.170
11 C -1.076 -0.016 0.661  C10 1.674, O12 1.503, C13 1.662, C27 1.667
12 O 0.345 0.471 0.643  C11 1.503, H60 0.999
13 C -1.113 -1.086 1.931  C11 1.662, N14 1.521, C15 1.662, H61 1.196
14 N -0.448 -2.420 1.624  C13 1.521, H62 1.040, H63 1.044
15 C -0.624 -0.406 3.367  C13 1.662, C16 1.674, C18 1.623, S23 1.853
16 C -1.399 -1.330 4.527  C15 1.674, C17 1.632, H64 1.183, H65 1.194
17 C -0.895 -1.055 6.055  C16 1.632, H66 1.194, H67 1.191, H68 1.170
18 C 0.972 -0.434 3.661  C15 1.623, C19 1.640, H69 1.177, H70 1.196
19 C 1.639 -1.896 3.990  C18 1.640, C20 1.639, H71 1.194, H72 1.194
20 C 2.948 -2.286 3.084  C19 1.639, C21 1.640, H73 1.174, H74 1.193
21 C 4.178 -1.213 3.237  C20 1.640, O22 1.472, H75 1.170, H76 1.183
22 O 4.267 -0.668 4.602  C21 1.472, H77 1.017
23 S -1.323 1.310 3.383  C15 1.853, O24 1.581, O25 1.582, O26 1.633
24 O -0.139 2.283 3.773  S23 1.581
25 O -2.303 1.427 4.620  S23 1.582
26 O -2.099 1.946 2.095  S23 1.633, C27 1.456
27 C -2.164 1.236 0.825  C11 1.667, O26 1.456, C28 1.673, C32 1.625
28 C -1.602 2.396 -0.242  C27 1.673, C29 1.676, H78 1.166, H79 1.164
29 C -0.572 3.493 0.496  C28 1.676, C30 1.645, H80 1.168, H81 1.195
30 C -1.337 4.858 1.001  C29 1.645, F31 1.511, H82 1.174, H83 1.189
31 F -0.644 6.038 0.362  C30 1.511
32 C -3.724 0.818 0.642  C27 1.625, F33 1.504, F34 1.516, C35 1.625
33 F -4.005 -0.654 0.528  C32 1.504
34 F -4.471 1.203 1.904  C32 1.516
35 C -4.589 1.483 -0.562  C32 1.625, F36 1.512, F37 1.511, F38 1.477
36 F -5.926 0.776 -0.564  C35 1.512
37 F -4.934 2.913 -0.213  C35 1.511
38 F -4.052 1.321 -1.929  C35 1.477
39 H 2.546 3.806 -1.354  C1 1.175
40 H 4.107 4.787 -0.897  C1 1.188
41 H 2.983 3.995 0.472  C1 1.188
42 H 5.363 2.696 -0.075  C2 1.181
43 H 3.795 1.668 0.158  C2 1.193
44 H 4.875 2.602 -2.869  C3 1.182
45 H 5.328 0.912 -1.952  C3 1.193
46 H 2.237 1.739 -2.081  C4 1.179
47 H 3.043 0.008 -2.114  C4 1.179
48 H 3.164 2.097 -4.618  C5 1.193
49 H 3.579 0.183 -4.645  C5 1.193
50 H 0.627 1.424 -3.952  C6 1.185
51 H 1.172 1.085 -5.725  C6 1.185
52 H 0.443 -1.254 -5.471  C7 1.193
53 H 1.847 -1.580 -4.257  C7 1.193
54 H -0.578 -2.310 -3.248  C8 1.177
55 H -1.232 -0.517 -3.660  C8 1.193
56 H 0.976 -1.276 -1.417  C9 1.184
57 H 0.424 0.526 -1.964  C9 1.170
58 H -2.120 -0.249 -1.373  C10 1.194
59 H -1.520 -1.910 -0.725  C10 1.170
60 H 0.978 -0.281 0.825  O12 0.999
61 H -2.244 -1.394 2.168  C13 1.196
62 H 0.309 -2.345 0.916  N14 1.040
63 H -1.135 -3.142 1.313  N14 1.044
64 H -2.564 -1.160 4.418  C16 1.183
65 H -1.237 -2.493 4.312  C16 1.194
66 H -1.876 -1.029 6.736  C17 1.194
67 H -0.450 0.047 6.134  C17 1.191
68 H -0.152 -1.845 6.493  C17 1.170
69 H 1.659 0.079 2.855  C18 1.177
70 H 1.149 0.208 4.654  C18 1.196
71 H 0.876 -2.808 3.879  C19 1.194
72 H 1.986 -1.940 5.131  C19 1.194
73 H 2.635 -2.506 1.975  C20 1.174
74 H 3.354 -3.322 3.514  C20 1.193
75 H 4.090 -0.341 2.462  C21 1.170
76 H 5.183 -1.792 3.005  C21 1.183
77 H 4.216 0.347 4.568  O22 1.017
78 H -0.995 1.955 -1.134  C28 1.166
79 H -2.426 3.091 -0.681  C28 1.164
80 H 0.136 2.999 1.283  C29 1.168
81 H 0.144 3.849 -0.392  C29 1.195
82 H -1.356 5.008 2.166  C30 1.174
83 H -2.440 4.886 0.557  C30 1.189
84 C 0.403 -4.812 7.782  C85 1.520, H87 1.093, H88 1.093, H89 1.094
85 C 1.474 -4.682 6.711  C84 1.520, N86 1.261
86 N 2.363 -4.574 5.823  C85 1.261
87 H 0.859 -5.102 8.732  C84 1.093
88 H -0.113 -3.857 7.911  C84 1.093
89 H -0.326 -5.574 7.490  C84 1.094
90 C -7.521 1.364 3.485  C91 1.520, H93 1.093, H94 1.093, H95 1.094
91 C -8.146 0.273 4.339  C90 1.520, N92 1.261
92 N -8.664 -0.633 5.048  C91 1.261
93 H -7.349 2.258 4.090  C90 1.093
94 H -6.566 1.019 3.079  C90 1.093
95 H -8.189 1.617 2.657  C90 1.094
96 C -1.964 7.503 3.684  C97 1.520, H99 1.093, H100 1.093, H101 1.094
97 C -2.529 8.546 4.634  C96 1.520, N98 1.261
98 N -2.997 9.412 5.423  C97 1.261
99 H -2.780 6.963 3.196  C96 1.093
100 H -1.351 7.988 2.920  C96 1.093
101 H -1.346 6.791 4.238  C96 1.094
102 C 3.663 3.961 -7.963  C103 1.520, H105 1.093, H106 1.093, H107 1.094
103 C 3.254 2.508 -7.783  C102 1.520, N104 1.261
104 N 2.914 1.303 -7.633  C103 1.261
105 H 4.281 4.066 -8.859  C102 1.093
106 H 2.773 4.588 -8.069  C102 1.093
107 H 4.235 4.298 -7.094  C102 1.094
108 C 7.778 -1.214 -0.804  C109 1.520, H111 1.093, H112 1.093, H113 1.094
109 C 6.283 -1.400 -0.604  C108 1.520, N110 1.261
110 N 5.042 -1.555 -0.438  C109 1.261
111 H 7.960 -0.503 -1.614  C108 1.093
112 H 8.232 -0.832 0.115  C108 1.093
113 H 8.242 -2.171 -1.059  C108 1.094
114 C 1.100 -4.781 -5.429  C115 1.520, H117 1.093, H118 1.093, H119 1.094
115 C 1.194 -4.828 -3.913  C114 1.520, N116 1.261
116 N 1.272 -4.866 -2.655  C115 1.261
117 H 0.815 -3.777 -5.755  C114 1.093
118 H 2.067 -5.037 -5.871  C114 1.093
119 H 0.349 -5.496 -5.778  C114 1.094
120 C -10.414 2.967 1.118  C121 1.520, H123 1.093, H124 1.093, H125 1.094
121 C -11.909 2.781 1.318  C120 1.520, N122 1.261
122 N -13.149 2.627 1.484  C121 1.261
123 H -10.232 3.678 0.308  C120 1.093
124 H -9.959 3.349 2.037  C120 1.093
125 H -9.950 2.010 0.863  C120 1.094
126 C -9.834 -3.273 2.868  C127 1.520, H129 1.093, H130 1.093, H131 1.094
127 C -10.243 -4.726 3.049  C126 1.520, N128 1.261
128 N -10.583 -5.931 3.198  C127 1.261
129 H -9.216 -3.168 1.973  C126 1.093
130 H -10.724 -2.646 2.762  C126 1.093
131 H -9.262 -2.936 3.737  C126 1.094
132 C 8.458 -1.386 -5.093  C133 1.520, H135 1.093, H136 1.093, H137 1.094
133 C 7.893 -0.343 -4.143  C132 1.520, N134 1.261
134 N 7.425 0.523 -3.355  C133 1.261
135 H 7.642 -1.926 -5.581  C132 1.093
136 H 9.072 -0.901 -5.857  C132 1.093
137 H 9.076 -2.099 -4.540  C132 1.094
138 C 4.276 -6.526 -8.819  C139 1.520, H141 1.093, H142 1.093, H143 1.094
139 C 3.661 -6.838 -7.464  C138 1.520, N140 1.261
140 N 3.151 -7.097 -6.340  C139 1.261
141 H 5.021 -5.733 -8.716  C138 1.093
142 H 4.760 -7.419 -9.223  C138 1.093
143 H 3.499 -6.197 -9.514  C138 1.094